(1)
A molecular structure, C22H30InN2O11 at a distorted geometry. Source: OMol25; level of theory: ωB97M-V/def2-TZVPD.

Structure (XYZ):
```
66
C22H30InN2O11 | OMol25 | ωB97M-V/def2-TZVPD
In 1.230 -0.327 1.664
C -6.793 -3.943 0.776
C -5.427 -3.486 1.352
C -4.801 -4.314 2.503
O -3.707 -3.970 2.979
C -5.567 -5.403 3.069
C -6.785 -5.830 2.518
C -7.452 -5.029 1.329
O -8.689 -5.161 0.933
O -7.321 -6.778 3.195
O -4.728 -2.591 0.796
H -7.342 -3.306 0.098
H -5.186 -5.948 3.920
C 6.800 6.107 1.133
C 6.243 4.851 1.561
C 7.260 3.610 1.580
O 6.798 2.503 1.549
C 8.699 3.898 1.722
C 9.122 5.184 1.409
C 8.146 6.265 0.932
O 8.497 7.410 0.474
O 10.408 5.408 1.552
O 5.067 4.658 1.765
H 6.105 6.892 0.873
H 9.383 3.145 2.086
C -3.944 5.514 2.391
C -2.964 4.403 2.698
C -3.433 3.541 3.971
O -2.379 2.669 4.375
C -2.752 1.999 5.566
N -2.956 3.556 1.486
H -3.489 6.335 1.837
H -4.362 5.833 3.346
H -4.817 5.262 1.789
H -1.919 4.686 2.824
H -4.370 3.048 3.713
H -3.644 4.280 4.744
H -2.735 2.699 6.401
H -2.059 1.169 5.702
H -3.748 1.557 5.594
H -3.057 4.190 0.707
H -3.657 2.856 1.287
C 2.269 1.201 -3.796
O 1.555 -0.015 -3.444
C 1.353 -0.846 -4.591
C 0.404 -2.061 -4.207
N 0.947 -2.928 -3.322
C 0.243 -4.237 -3.186
C 0.989 -5.266 -4.047
O 2.250 -4.786 -4.442
C 3.176 -5.835 -4.920
H 2.035 1.549 -4.802
H 3.356 1.251 -3.732
H 1.842 2.038 -3.242
H 2.240 -1.162 -5.140
H 0.816 -0.295 -5.363
H 0.147 -2.533 -5.156
H -0.486 -1.603 -3.776
H 1.659 -3.301 -3.933
H -0.823 -4.098 -3.367
H 0.426 -4.515 -2.148
H 0.397 -5.363 -4.957
H 0.922 -6.254 -3.590
H 3.628 -6.361 -4.079
H 4.098 -5.421 -5.328
H 2.885 -6.607 -5.632
```

Output
- Net charge: -1
- Orbital gap: 0.8324 eV


(2)
A molecular structure, C20H16KN4O2S. Source: OMol25; level of theory: ωB97M-V/def2-TZVPD.

Structure (XYZ):
```
44
C20H16KN4O2S | OMol25 | ωB97M-V/def2-TZVPD
K 0.769 0.752 1.650
O -4.479 -5.435 -0.179
C -4.314 -4.184 0.291
O -5.250 -3.567 0.706
C -2.919 -3.613 0.313
C -1.808 -4.216 -0.267
C -0.563 -3.611 -0.227
C -0.419 -2.379 0.404
C -1.521 -1.795 1.018
C -2.766 -2.395 0.964
N 0.805 -1.641 0.486
C 1.799 -1.947 -0.238
C 3.082 -1.197 -0.187
C 4.147 -1.680 -0.931
C 5.360 -1.007 -0.883
C 5.453 0.124 -0.098
C 4.325 0.540 0.602
N 3.158 -0.092 0.571
H -3.634 -5.833 -0.418
H -1.881 -5.170 -0.777
H 0.280 -4.114 -0.679
H -1.413 -0.862 1.558
H -3.631 -1.939 1.424
H 1.783 -2.774 -0.951
H 4.025 -2.569 -1.534
H 6.212 -1.360 -1.448
H 6.371 0.688 -0.018
H 4.379 1.434 1.215
N 1.498 4.649 2.087
C 0.492 4.368 1.211
N 0.188 3.160 0.836
C -0.908 3.212 -0.043
C -1.507 2.114 -0.657
C -2.595 2.316 -1.487
C -3.093 3.599 -1.718
C -2.507 4.700 -1.121
C -1.415 4.489 -0.290
S -0.484 5.665 0.593
H 2.231 3.965 2.167
H 1.798 5.604 2.185
H -1.144 1.104 -0.501
H -3.067 1.467 -1.963
H -3.946 3.736 -2.368
H -2.891 5.695 -1.298
```

Output
- Net charge: +1
- Orbital gap: 7.5527 eV


(3)
2 unconnected molecules or ions with the total composition C5H8N at a distorted geometry. Source: OMol25; level of theory: ωB97M-V/def2-TZVPD.

Structure (XYZ):
```
14
C5H8N | OMol25 | ωB97M-V/def2-TZVPD
C -0.954 -0.632 0.050
C -1.859 -1.502 -0.127
C -0.589 1.538 0.660
C 0.014 0.189 0.595
C 2.746 -0.455 -0.106
N -0.960 0.800 -0.523
H -2.634 -1.166 -0.929
H -1.934 -2.474 0.392
H -1.495 1.829 1.288
H 0.066 2.385 0.585
H 2.411 -1.503 0.049
H 3.526 0.007 0.597
H 2.406 0.118 -1.012
H -0.745 0.866 -1.518
```

Output
- Net charge: +1
- Orbital gap (alpha / beta): 6.6329 / 9.2954 eV


(4)
C4H6O2 in the gas phase at a distorted geometry. Source: OMol25; level of theory: ωB97M-V/def2-TZVPD.

Structure (XYZ):
```
12
C4H6O2 | OMol25 | ωB97M-V/def2-TZVPD
C 1.750 0.398 -0.216
C 0.241 0.738 -0.038
O -0.126 1.789 0.434
C -0.576 -0.495 -0.171
C -2.069 -0.496 0.124
O -2.794 -1.407 -0.201
H 2.029 -0.633 -0.507
H 2.284 0.634 0.713
H 2.079 1.065 -1.001
H -0.328 -1.163 -0.995
H 0.223 -0.802 0.573
H -2.485 0.398 0.626
```

Output
- SMILES string: CC(=O)CC=O
- Orbital gap: 10.4565 eV